1.
C43H51N6P2SSi2TeTi as an isolated structure, computed with ωB97M-V/def2-TZVPD.

**Energy above the lowest of the compared OMol25 structures with the same formula, charge and spin**: 0.00 kcal/mol
**E_LUMO**: -2.8 eV
**Gap between HOMO and LUMO**: 7.13 eV
**E_tot**: -4775.0486 hartree
**Total charge**: +1
**Spin multiplicity**: 1

The geometry in XYZ format:
```
107
Properties=species:S:1:pos:R:3:mulliken_charge:R:1
Ti 0.6261 0.0626 -1.1692 -0.642
N 1.5252 -2.2789 -1.1523 -0.043
N 2.8775 -2.4966 -1.4168 -0.548
C 3.7110 -1.4711 -1.6386 0.591
N 5.0034 -1.7696 -1.7999 -0.432
S 3.1862 0.1223 -1.7554 -0.442
H 1.3143 -2.6423 -0.2230 -0.111
H 0.9734 -2.7663 -1.8479 0.004
H 3.2365 -3.4286 -1.2842 0.286
H 5.3376 -2.7193 -1.8258 0.202
H 5.6476 -1.0294 -2.0167 0.222
C -1.5823 -2.7968 -0.1121 -0.203
Si -1.6775 -2.3580 -1.9301 0.518
C -0.8618 -3.7360 -2.9595 -1.848
C -3.4590 -2.0923 -2.4536 -1.504
N -0.6961 -0.8850 -2.1858 1.545
C -0.8273 -0.2552 -3.4449 0.864
C -1.5014 -0.7949 -4.5396 -1.215
C -1.6266 -0.0724 -5.7151 -1.235
C -1.0741 1.1943 -5.8163 -1.340
C -0.3715 1.7314 -4.7494 -0.661
C -0.2259 1.0115 -3.5657 0.714
N 0.4721 1.4659 -2.4251 0.931
Si 1.1946 3.1011 -2.4050 -0.098
C 2.1316 3.2188 -0.7919 -1.205
C 2.4444 3.3186 -3.7868 -1.211
C -0.1762 4.3734 -2.4460 -0.823
H -1.0115 -3.7096 0.0727 0.467
H -2.5886 -2.9590 0.2799 0.587
H -1.1612 -1.9913 0.4902 -0.666
H -1.5985 -4.2370 -3.5907 0.428
H -0.4215 -4.5139 -2.3294 0.486
H -0.0898 -3.3577 -3.6350 0.509
H -4.1252 -2.2499 -1.6055 0.431
H -3.7466 -2.7911 -3.2415 0.528
H -3.6346 -1.0833 -2.8228 0.391
H -1.9458 -1.7789 -4.4874 0.393
H -2.1665 -0.5004 -6.5491 0.452
H -1.1835 1.7672 -6.7272 0.435
H 0.0552 2.7173 -4.8452 0.358
H 3.1701 2.9075 -0.9123 0.574
H 1.6781 2.6197 0.0023 0.199
H 2.1298 4.2480 -0.4259 0.532
H 3.2117 2.5437 -3.7182 0.290
H 2.9403 4.2828 -3.6451 0.390
H 2.0473 3.3012 -4.7983 0.399
H -0.7718 4.3064 -1.5327 0.064
H -0.8489 4.2739 -3.2977 0.325
H 0.2599 5.3749 -2.4804 0.495
Te -1.0641 0.2875 3.7738 0.205
C -1.9422 -1.6110 4.1564 0.166
C -3.2987 -1.8408 3.9541 -0.207
C -3.8247 -3.0909 4.2553 -0.549
N -3.1068 -4.0936 4.7461 -0.622
C -1.8212 -3.8574 4.9833 -0.424
C -1.1998 -2.6448 4.7194 -0.108
C -0.3073 0.0707 1.8081 -1.911
P 1.3780 -0.1759 1.3977 2.877
C 2.5965 0.6869 2.4524 0.354
C 2.6244 0.3930 3.8189 -0.413
C 3.5172 1.0380 4.6580 -0.765
C 4.4122 1.9657 4.1405 -0.647
C 4.4171 2.2367 2.7811 -0.783
C 3.5130 1.5999 1.9425 0.386
C 1.9120 -1.8824 1.8008 -0.462
C 0.9971 -2.8720 2.1409 0.114
C 1.4179 -4.1768 2.3751 -1.242
C 2.7598 -4.5028 2.2666 -0.827
C 3.6859 -3.5170 1.9369 -0.857
C 3.2666 -2.2177 1.7095 -0.891
P -0.9145 1.0854 0.5218 1.549
C -2.6117 0.7625 -0.0331 0.578
C -3.0609 1.3557 -1.2130 -0.067
C -4.3778 1.2021 -1.6123 -0.889
C -5.2517 0.4377 -0.8485 -0.830
C -4.7960 -0.1964 0.2968 -0.364
C -3.4772 -0.0373 0.7020 -0.066
C -0.9786 2.8328 1.0599 1.612
C -2.0074 3.7124 0.7286 -0.915
C -1.9954 5.0171 1.2005 -0.582
C -0.9638 5.4591 2.0141 -0.822
C 0.0552 4.5850 2.3662 -1.016
C 0.0434 3.2828 1.8950 -0.269
H -3.9519 -1.0614 3.5849 0.522
H -4.8804 -3.2883 4.0998 0.379
H -1.2542 -4.6761 5.4154 0.411
H -0.1517 -2.5168 4.9553 0.367
H 1.9430 -0.3391 4.2308 0.333
H 3.5202 0.8106 5.7158 0.461
H 5.1112 2.4674 4.7969 0.401
H 5.1295 2.9392 2.3686 0.466
H 3.5362 1.8084 0.8830 0.231
H -0.0485 -2.6180 2.2264 1.011
H 0.6925 -4.9321 2.6516 0.544
H 3.0902 -5.5156 2.4567 0.441
H 4.7394 -3.7617 1.8797 0.496
H 3.9967 -1.4484 1.4783 0.546
H -2.3780 1.9405 -1.8218 0.177
H -4.7213 1.6726 -2.5246 0.445
H -6.2818 0.3216 -1.1589 0.372
H -5.4677 -0.8144 0.8798 0.480
H -3.1163 -0.5347 1.5899 -0.557
H -2.8345 3.3887 0.1149 0.388
H -2.8033 5.6869 0.9366 0.478
H -0.9611 6.4760 2.3837 0.424
H 0.8561 4.9117 3.0168 0.522
H 0.8387 2.6109 2.2015 -0.035
```

=====

2.
A 12-piece molecular cluster, C43H52BrF11INO35P overall, computed with ωB97M-V/def2-TZVPD.

**E_LUMO**: -3.5 eV
**Gap between HOMO and LUMO**: 9.02 eV
**E_tot**: -8669.2512 hartree
**Total charge**: +1
**Spin multiplicity**: 1

The geometry in XYZ format:
```
145
Properties=species:S:1:pos:R:3:mulliken_charge:R:1
C -2.1406 -2.7727 -4.6759 -1.176
C -0.8650 -1.7931 -4.6509 0.563
C -0.6489 -1.0825 -3.1929 -0.782
I 1.1278 -1.9457 -2.3219 0.137
C -0.7180 0.4932 -3.3637 -0.261
C 0.6496 1.2714 -3.6444 -0.994
Br 1.7354 0.4556 -5.1270 -0.034
C 1.5209 1.6420 -2.3447 -0.138
C 0.8359 1.3518 -0.9220 -0.788
C -0.7578 1.1969 -0.9146 0.209
C -1.2644 -0.0377 0.0127 -0.230
C -0.4529 -0.0851 1.4143 -0.225
O -0.4279 0.9494 2.1281 -0.522
N -1.4179 1.2588 -2.2637 0.160
P -3.1727 0.8968 -2.2788 0.572
O -3.7991 1.8697 -3.3125 -0.635
H -1.9357 -3.5467 -5.5021 0.340
H -2.2635 -3.3724 -3.7027 0.323
H -3.1115 -2.2428 -4.9671 0.195
H -0.8865 -1.0401 -5.5071 0.035
H 0.0545 -2.4560 -4.8505 -0.011
H -1.5462 -1.4504 -2.5698 0.457
H -1.3672 0.6812 -4.3024 0.261
H 0.3306 2.2876 -4.0925 0.572
H 1.7831 2.7563 -2.3760 0.019
H 2.5132 1.0681 -2.4393 0.337
H 1.1191 2.2294 -0.2327 0.240
H 1.3934 0.4485 -0.4776 0.184
H -1.1481 2.1244 -0.3470 0.357
H -2.3615 0.0953 0.3415 0.493
H -1.1031 -1.0543 -0.4667 -0.033
H 0.1345 -0.9898 1.7770 0.374
H -1.3578 2.2618 -2.5585 0.614
H -3.4902 -0.4669 -2.5580 0.185
H -3.7126 1.3240 -1.0041 0.171
C -2.3207 -1.7182 4.7230 -0.235
C -1.6177 -2.1235 5.9771 0.354
O -1.4679 -3.5209 5.8260 -0.278
C -1.3928 -3.7351 4.4818 0.534
O -1.0000 -4.7455 3.9834 -0.511
O -1.8158 -2.6464 3.7737 -0.337
F -2.3899 -1.8877 7.0654 -0.265
H -3.4064 -1.8271 4.7944 0.276
H -2.0896 -0.6929 4.4300 0.261
H -0.6357 -1.6601 6.1124 0.177
C -3.3691 1.1451 8.5675 -0.029
C -2.9416 1.9252 7.3660 0.354
O -3.8868 2.9734 7.3087 -0.327
C -4.2716 3.1878 8.6002 0.572
O -4.8500 4.1624 8.9744 -0.514
O -3.9072 2.1553 9.4111 -0.354
F -3.0530 1.1805 6.2346 -0.292
H -4.1458 0.4117 8.3399 0.017
H -2.5346 0.6336 9.0504 0.334
H -1.9331 2.3426 7.4363 0.293
C -0.2150 2.0934 -10.0644 -0.543
C 0.5512 2.3604 -8.8074 0.289
O 0.4003 1.1590 -8.0766 -0.172
C 0.2568 0.1797 -9.0135 0.566
O 0.3738 -0.9872 -8.7865 -0.484
O -0.0289 0.6944 -10.2414 -0.306
F -0.0109 3.3699 -8.0988 -0.289
H -1.2823 2.3076 -9.9618 0.278
H 0.1741 2.6522 -10.9163 0.315
H 1.6143 2.5647 -8.9630 0.304
C -7.3623 0.2990 -5.5588 -0.486
C -6.6758 -0.1194 -4.2981 0.555
O -6.5311 -1.5159 -4.4533 -0.297
C -6.4404 -1.7232 -5.7990 0.655
O -6.0455 -2.7333 -6.2963 -0.500
O -6.8480 -0.6302 -6.5045 -0.310
F -7.4594 0.1143 -3.2169 -0.307
H -8.4493 0.1957 -5.5008 0.282
H -7.1223 1.3240 -5.8441 0.291
H -5.6930 0.3370 -4.1484 0.084
C 2.0499 -2.5486 9.1221 -0.419
C 2.4828 -1.7649 7.9251 0.685
O 1.5368 -0.7159 7.8628 -0.296
C 1.1458 -0.5063 9.1534 0.719
O 0.5635 0.4686 9.5266 -0.568
O 1.5060 -1.5388 9.9633 -0.327
F 2.3782 -2.5060 6.7949 -0.304
H 1.2742 -3.2830 8.8870 0.293
H 2.8816 -3.0603 9.6083 0.317
H 3.4898 -1.3462 8.0022 -0.123
C 3.3937 5.9539 0.3717 -0.326
C 3.3126 5.9492 -1.1212 0.390
O 3.9514 4.7354 -1.4728 -0.293
C 3.7412 3.8954 -0.4225 0.778
O 3.8993 2.7082 -0.4684 -0.576
O 3.3228 4.5662 0.6841 -0.307
F 4.0148 6.9753 -1.6509 -0.287
H 4.3381 6.3602 0.7415 0.111
H 2.5712 6.5029 0.8319 0.320
H 2.2925 5.9561 -1.5174 0.261
C 6.8412 0.4639 8.4212 -0.452
C 6.3771 0.6154 9.8355 0.304
O 5.5609 -0.5232 10.0297 -0.268
C 6.0690 -1.4805 9.2041 0.690
O 5.8119 -2.6444 9.2890 -0.506
O 6.9101 -0.9489 8.2739 -0.314
F 5.6139 1.7237 9.9814 -0.278
H 6.1282 0.8701 7.6982 0.286
H 7.8149 0.9245 8.2503 0.285
H 7.1823 0.6206 10.5755 0.297
C 7.7756 3.2940 1.1509 -0.398
C 8.2199 4.0840 -0.0390 0.295
O 7.2865 5.1454 -0.0862 -0.253
C 6.8990 5.3473 1.2032 0.682
O 6.3288 6.3267 1.5874 -0.585
O 7.2451 4.3017 2.0029 -0.311
F 8.1062 3.3581 -1.1759 -0.277
H 6.9899 2.5728 0.9083 0.245
H 8.5997 2.7662 1.6323 0.300
H 9.2327 4.4888 0.0416 0.290
C -0.4514 -1.8377 -12.5331 -0.044
C -1.2886 -1.5407 -13.7365 0.315
O -0.5009 -0.6126 -14.4545 -0.307
C 0.7919 -0.9114 -14.1405 0.645
O 1.7388 -0.5218 -14.7542 -0.512
O 0.8697 -1.7153 -13.0429 -0.295
F -2.4516 -0.9394 -13.3850 -0.287
H -0.5977 -1.1133 -11.7285 -0.013
H -0.6288 -2.8393 -12.1392 0.261
H -1.4976 -2.4105 -14.3658 0.288
C 2.6801 -4.8745 -4.9915 -0.345
C 2.6999 -6.3700 -4.9866 0.247
O 1.3551 -6.7073 -4.7112 -0.308
C 0.6121 -5.6844 -5.2162 0.589
O -0.5652 -5.7408 -5.4094 -0.499
O 1.3779 -4.5870 -5.4816 -0.134
F 3.4775 -6.8431 -3.9847 -0.287
H 2.7932 -4.4474 -3.9908 0.166
H 3.4459 -4.4502 -5.6420 0.275
H 3.0054 -6.8195 -5.9356 0.291
C -6.6313 -1.1007 10.4134 -0.359
C -6.7221 -1.1162 8.9199 0.232
O -6.0805 -2.3242 8.5694 -0.265
C -6.2786 -3.1623 9.6279 0.600
O -6.1162 -4.3430 9.5872 -0.497
O -6.6927 -2.4837 10.7350 -0.315
F -6.0256 -0.0842 8.3768 -0.241
H -5.6858 -0.6853 10.7738 0.256
H -7.4535 -0.5530 10.8756 0.307
H -7.7445 -1.1171 8.5319 0.230
```

=====

Among the records above, which one has the lowest E_LUMO? C43H52BrF11INO35P

=====

Which formula does entry 1 have? C43H51N6P2SSi2TeTi